This record from the OMol25 dataset describes a 2-piece molecular cluster, C5H13NO overall at a distorted geometry. The level of theory is ωB97M-V/def2-TZVPD.

Element x y z (Å)
C  0.001  2.326  -1.477
C  -0.904  1.504  -0.563
N  -0.427  -0.762  1.322
C  -0.723  -0.929  -0.033
C  -0.989  0.058  -0.900
C  -0.391  -2.289  -0.577
H  1.026  2.408  -1.112
H  -0.329  3.334  -1.779
H  0.105  1.875  -2.478
H  -0.633  1.604  0.502
H  -1.965  1.866  -0.639
H  -0.520  -1.685  1.728
H  -0.824  -0.039  1.897
H  -1.212  -0.165  -1.960
H  -0.573  -3.102  0.113
H  0.708  -2.347  -0.772
H  -0.884  -2.486  -1.522
H  1.938  0.207  2.286
H  2.567  -0.672  1.163
O  2.745  0.048  1.773

Atomic forces in eV per Å
0.5151 0.1689 -1.2233
-1.7843 0.5869 0.4041
0.4433 -1.3144 0.1334
0.1838 0.7462 -1.3679
0.3845 -0.2674 -0.2846
0.9600 -0.1209 0.0520
-0.1046 -0.0173 0.1869
-0.2045 -0.1900 0.8538
-0.1081 -0.3745 0.3626
0.0546 0.2447 -0.4434
0.8206 0.2183 0.1204
0.0924 0.4372 0.6504
-0.3362 0.0951 -0.3888
0.3122 -0.1256 0.7061
-0.4056 -0.2814 0.2350
-0.6715 0.1638 0.0927
-0.1639 0.0149 -0.0330
0.1688 -0.3485 -0.5018
-0.3621 0.0564 0.1250
0.2056 0.3075 0.3205

Values from the calculation:
Relative energy (zero: lowest compared OMol25 entry of this formula, charge and spin) in kcal per mole: 29.0
Total energy in Eh: -328.27265
Largest force on an atom in Eh/bohr: 0.0374
SMILES: CC/C=C(/C)N.O
E_LUMO in eV: 0.80
Gap between HOMO and LUMO in eV: 8.8
Total charge: 0